Entry 1:
Entry from OMol25: a 2-piece molecular cluster, C3H10N2O overall (ωB97M-V/def2-TZVPD).

Properties
HOMO-LUMO gap (eV): 9.25
Electronic energy (Ha): -305.01301
SMILES: NC=O.CNC

Each line ends with the Löwdin charge.
Positions of all 16 atoms, in Å:
N: 0.810 -2.257 -1.714  0.048
C: 1.638 -1.137 -1.385  -0.368
O: 1.600 -0.569 -0.347  0.077
H: 0.309 -1.968 -2.554  0.079
H: 1.399 -3.018 -2.042  0.076
H: 2.272 -0.816 -2.236  0.126
C: -1.155 0.401 2.034  -0.154
N: -0.175 1.262 1.364  -0.176
C: -0.689 1.635 0.054  -0.183
H: -2.081 0.955 2.185  0.071
H: -1.391 -0.501 1.453  0.073
H: -0.745 0.096 2.995  0.071
H: 0.627 0.677 1.156  0.051
H: -0.940 0.767 -0.579  0.065
H: 0.057 2.164 -0.548  0.072
H: -1.539 2.309 0.164  0.073

Entry 2:
Entry from OMol25: a 2-piece molecular cluster, C3H10N2O overall (ωB97M-V/def2-TZVPD).

Properties
HOMO-LUMO gap (eV): 8.57
Electronic energy (Ha): -304.91933

Each line ends with the Löwdin charge.
Positions of all 16 atoms, in Å:
C: 2.333 -1.157 0.250  -0.082
C: -3.179 0.468 -0.268  -0.114
C: 0.987 -0.549 -0.272  -0.133
N: 1.909 1.599 0.273  0.042
N: 0.998 0.757 -0.077  -0.206
O: -1.874 0.710 0.308  -0.126
H: 3.113 -0.646 -0.240  0.047
H: 2.403 -2.136 -0.107  0.041
H: 2.446 -1.153 1.314  0.072
H: -3.085 -0.142 -1.250  0.113
H: -3.569 1.370 -0.411  0.022
H: -3.898 -0.150 0.327  0.090
H: -0.006 -1.004 -0.244  0.084
H: 2.756 1.052 0.519  0.026
H: -1.416 -0.113 0.236  0.006
H: 0.082 1.094 -0.357  0.117

Energy relative to the best compared isomer or geometry (same formula, charge and spin) / kcal/mol: 38.7; 97.5
Highest occupied orbital energy / eV: -8.58; -7.82